No. 1
The following is a DFT calculation (ωB97M-V/def2-TZVPD) of a molecular structure, C20H30CeNO3PS at a distorted geometry.

The geometry in ORCA input format:
```
! RIJCOSX wB97M-V def2-TZVPD def2/J DEFGRID3
* xyz 2 1
C 0.4563 2.9848 -3.6237
C -0.8064 2.6503 -3.1437
C -0.9666 1.5735 -2.2595
C 0.1705 0.8737 -1.7889
C 1.4493 1.2416 -2.2743
C 1.5839 2.3036 -3.1771
C -2.4000 1.1814 -1.9184
C -2.8744 -0.2754 -2.1470
N -1.7340 -1.2509 -2.3391
Ce -0.3927 -0.9895 -0.4018
C 2.7202 0.4964 -1.9337
P 2.3614 -1.1535 -1.1478
H -1.6838 3.1989 -3.5007
H 2.5721 2.5540 -3.5712
H 0.5612 3.7886 -4.3445
H 3.3703 1.0692 -1.2440
H 3.3313 0.3017 -2.8331
H -2.6683 1.4692 -0.8888
H -3.0372 1.8000 -2.5600
H -3.5032 -0.6044 -1.2970
C 3.9378 -1.5581 -0.3565
C 2.4628 -2.1739 -2.6718
H -3.4939 -0.3305 -3.0655
C -1.1333 -1.0141 -3.7109
C -2.2876 -2.6563 -2.2916
H 0.1419 -2.7675 1.4459
H -1.3732 -1.8348 -4.4024
H -1.5595 -0.1038 -4.1357
H -0.0496 -0.8926 -3.6585
H -2.6057 -2.9590 -3.3056
H -1.5384 -3.3891 -1.9320
H -3.1670 -2.7033 -1.6250
H 3.5103 -2.1513 -3.0048
H 2.1794 -3.2040 -2.4139
H 1.8127 -1.7969 -3.4755
H 4.7483 -1.5128 -1.0937
H 4.1381 -0.8622 0.4680
H 3.8612 -2.5780 0.0397
H 0.1307 -3.2560 0.8052
C 0.2171 0.5620 7.5865
C -0.1694 0.7533 6.1513
C -0.3908 -0.3893 5.3824
C -0.6811 -0.3049 4.0269
C -0.8112 0.9526 3.4351
C -0.6007 2.1202 4.1874
C -0.3039 2.0126 5.5496
S -1.0786 1.0491 1.6853
O 0.2768 0.8452 1.0565
O -1.8098 -0.2408 1.3157
O -1.7730 2.2685 1.3539
H -0.5771 0.0244 8.1148
H 1.1215 -0.0544 7.6785
H 0.3733 1.5122 8.0977
H -0.3382 -1.3735 5.8531
H -0.8171 -1.2110 3.4328
H -0.6859 3.0979 3.7085
H -0.1767 2.9068 6.1627
*
```

Properties
largest force on an atom = 2.9 eV Å⁻¹
E = -2274.61457 hartree
HOMO level (alpha / beta) = -0.521 / -0.521 hartree

Atomic partial charges in e from the Löwdin method, atoms 1 to 4:
1. C -0.02
2. C -0.01
3. C -0.23
4. C -0.18

No. 2
The following is a DFT calculation (ωB97M-V/def2-TZVPD) of 10 unconnected molecules or ions with the total composition C54H128N8O22 at a distorted geometry.

The geometry in ORCA input format:
```
! RIJCOSX wB97M-V def2-TZVPD def2/J DEFGRID3
* xyz 0 1
C -1.3412 -1.6709 0.4099
C 0.1407 -1.8503 0.1257
O 0.2968 -0.7946 -0.8554
C -0.8334 -0.7468 -1.5604
O -0.9636 -0.2955 -2.6337
O -1.8294 -1.3849 -0.8860
H -1.4529 -0.8336 1.1086
H -1.7714 -2.5523 0.8805
H 0.3682 -2.8092 -0.3306
H 0.7610 -1.5859 0.9750
C 2.9820 -4.9177 1.2276
C 2.8414 -6.3502 1.8009
O 1.4678 -6.4342 2.1209
C 0.8091 -5.3180 1.7495
O -0.3367 -5.1225 1.8855
O 1.6647 -4.3878 1.2515
H 3.3994 -4.9569 0.2169
H 3.6285 -4.2143 1.7497
H 3.4801 -6.3831 2.6860
H 3.1065 -7.1397 1.1089
C -0.3527 2.5253 -7.9260
O 0.9113 1.9926 -8.1821
C 1.4719 1.3697 -7.0603
C 2.5538 0.4350 -7.5443
N 3.7749 1.0846 -8.0312
C 4.4970 1.7423 -6.9355
C 5.2278 2.9792 -7.3894
O 4.3154 3.9911 -7.7978
C 3.8919 4.8060 -6.7581
H -0.9726 1.8488 -7.3348
H -0.8270 2.7305 -8.8866
H -0.2422 3.5073 -7.4431
H 0.7288 0.7693 -6.5370
H 1.8487 2.0919 -6.3215
H 2.2226 -0.2152 -8.3576
H 2.8980 -0.2795 -6.7821
H 3.5104 1.8549 -8.6484
H 5.2658 1.0512 -6.5635
H 3.9094 2.0694 -6.0643
H 5.8735 2.8098 -8.2506
H 5.7977 3.3698 -6.5324
H 4.7406 5.3847 -6.3661
H 3.4331 4.2332 -5.9440
H 3.1727 5.5309 -7.1320
C 3.5012 -0.7979 -4.2270
O 4.5441 0.0674 -3.9151
C 4.0369 1.1730 -3.1853
C 5.1696 2.0463 -2.6997
N 4.6996 3.1345 -1.8487
C 4.1664 4.2598 -2.5853
C 5.1988 5.1930 -3.1645
O 4.5317 6.2952 -3.6995
C 5.4372 7.2741 -4.2028
H 3.1487 -1.3185 -3.3295
H 3.8079 -1.5017 -5.0005
H 2.6096 -0.3141 -4.6415
H 3.4698 0.8256 -2.3008
H 3.3192 1.7061 -3.8291
H 5.7453 2.4612 -3.5230
H 5.7814 1.4395 -2.0279
H 3.9936 2.8353 -1.1884
H 3.5797 4.9229 -1.9359
H 3.4098 3.9717 -3.3370
H 5.8821 4.7209 -3.8884
H 5.8488 5.5061 -2.3306
H 5.7698 7.0793 -5.2239
H 6.2746 7.4293 -3.5102
H 4.9004 8.2288 -4.1730
C -6.7723 0.5173 -1.4513
O -6.4317 -0.7902 -1.7877
C -5.1117 -0.9495 -2.1797
C -4.6069 -0.1658 -3.3610
N -5.2891 -0.4800 -4.6268
C -5.0493 -1.8672 -5.0394
C -5.6365 -2.0903 -6.3975
O -4.8838 -1.3092 -7.2838
C -5.2486 -1.5370 -8.6204
H -7.8297 0.5554 -1.1947
H -6.6367 1.2133 -2.2877
H -6.1913 0.8609 -0.5848
H -4.8735 -2.0099 -2.2142
H -4.4895 -0.5876 -1.3376
H -3.5534 -0.4541 -3.5297
H -4.6283 0.8951 -3.1179
H -4.8853 0.1082 -5.3509
H -5.4557 -2.5175 -4.2699
H -3.9569 -2.0230 -5.1403
H -6.6712 -1.7221 -6.3988
H -5.5959 -3.1534 -6.6587
H -4.5327 -1.0854 -9.3053
H -6.2456 -1.1192 -8.8115
H -5.2414 -2.6092 -8.8664
C -3.7892 -6.3644 5.4044
O -3.0285 -5.3292 4.8168
C -3.5783 -4.0438 4.9595
C -2.7217 -3.1181 4.1261
N -1.3771 -3.0633 4.6695
C -0.5172 -2.2196 3.8561
C 0.9010 -2.2256 4.3966
O 1.3403 -3.5577 4.2744
C 2.6699 -3.7393 4.6585
H -3.2654 -7.3031 5.2524
H -4.8007 -6.4388 4.9737
H -3.9172 -6.1855 6.4855
H -3.5418 -3.7181 6.0108
H -4.6128 -4.0609 4.5863
H -3.1733 -2.1294 4.0832
H -2.7349 -3.6127 3.1371
H -0.9827 -3.9998 4.5803
H -0.9264 -1.1985 3.8233
H -0.4644 -2.4739 2.7793
H 0.8604 -1.8764 5.4341
H 1.5180 -1.6089 3.7231
H 3.3532 -3.1439 4.0303
H 2.9395 -4.7909 4.5547
H 2.8531 -3.4661 5.7069
C -0.8861 1.8519 4.7613
O -1.5548 1.1902 3.7358
C -2.3556 2.0394 2.9294
C -3.6662 2.5080 3.5743
N -3.6666 3.9374 3.8604
C -4.9637 4.3566 4.3684
C -5.0096 5.8636 4.5323
O -6.3206 6.2174 4.8923
C -6.4487 7.5816 5.1541
H -1.6089 2.2684 5.4748
H -0.3209 2.7372 4.4152
H -0.1470 1.1866 5.1994
H -2.4946 1.4779 2.0008
H -1.7404 2.8956 2.6025
H -3.8712 1.8652 4.4499
H -4.4721 2.2750 2.8711
H -2.9657 4.1189 4.5760
H -5.2240 3.8912 5.3278
H -5.7223 4.0939 3.6269
H -4.6173 6.3775 3.6487
H -4.3727 6.1276 5.3973
H -5.6254 7.9711 5.7705
H -7.3432 7.7069 5.7662
H -6.5307 8.1794 4.2421
C 4.0835 4.0348 5.5145
O 3.7743 2.7026 5.7990
C 2.8149 2.1307 4.9451
C 3.4597 1.6595 3.6665
N 2.4760 1.2629 2.6357
C 1.9897 2.3286 1.7864
C 1.1109 1.7357 0.7403
O 0.6432 2.7500 -0.0782
C -0.6433 2.5771 -0.5709
H 4.9220 4.2665 6.1666
H 3.2444 4.6934 5.7698
H 4.3677 4.2086 4.4721
H 2.0036 2.8406 4.7500
H 2.4171 1.2804 5.5057
H 4.1814 0.8494 3.7900
H 4.0548 2.4921 3.2780
H 1.6570 0.8635 3.0900
H 2.7881 3.0000 1.4654
H 1.3062 3.0290 2.3165
H 0.2740 1.1717 1.1862
H 1.6427 0.9593 0.1708
H -1.1121 3.5569 -0.6844
H -1.2601 2.0171 0.1469
H -0.7106 2.0743 -1.5431
C 6.4532 -7.8318 -0.6876
O 6.0315 -6.6703 -1.3418
C 7.0386 -6.0693 -2.1074
C 6.5436 -4.7838 -2.6684
N 6.2195 -3.8613 -1.5911
C 5.6089 -2.6328 -2.0441
C 5.4124 -1.6958 -0.8816
O 4.2009 -1.9842 -0.1375
C 4.0913 -1.0312 0.8907
H 7.3988 -7.6406 -0.1642
H 6.5385 -8.6942 -1.3544
H 5.7090 -8.0497 0.0789
H 7.3230 -6.7499 -2.9246
H 7.9405 -5.8898 -1.5052
H 5.6377 -4.9240 -3.2898
H 7.2835 -4.3495 -3.3438
H 5.5516 -4.3341 -0.9951
H 4.6240 -2.8109 -2.5218
H 6.0758 -2.0568 -2.8520
H 5.4429 -0.6370 -1.1888
H 6.2156 -1.7543 -0.1272
H 3.2537 -1.2803 1.5416
H 3.9615 -0.0291 0.4722
H 4.9811 -1.0668 1.5378
C -4.7649 -1.3006 1.4882
O -5.6988 -0.2652 1.6895
C -6.8830 -0.7694 2.2208
C -7.4210 0.1774 3.2560
N -6.5415 0.3678 4.4008
C -6.5381 -0.7035 5.3849
C -5.3828 -0.5644 6.3538
O -4.1469 -0.4899 5.6707
C -3.0327 -0.2007 6.4693
H -4.0340 -0.7979 0.8561
H -5.2573 -2.1235 0.9630
H -4.3134 -1.6762 2.4085
H -6.7238 -1.7411 2.7073
H -7.6169 -0.9468 1.4229
H -8.4453 -0.0741 3.5547
H -7.6136 1.1655 2.8111
H -5.5976 0.5101 4.0509
H -6.6880 -1.7425 5.0436
H -7.3892 -0.5229 6.0675
H -5.3686 -1.3878 7.0740
H -5.5181 0.4217 6.8284
H -2.8909 -0.8973 7.3045
H -3.1653 0.8258 6.8524
H -2.1436 -0.2236 5.8481
*
```

Properties
largest force on an atom = 2.1 eV Å⁻¹
E = -4227.21863 hartree
structure (SMILES) = COCCNCCOC.COCCNCCOC.COCCNCCOC.COCCNCCOC.COCCNCCOC.COCCNCCOC.COCCNCCOC.COCCNCCOC.O=C1OCCO1.O=C1OCCO1
HOMO level = -0.309 hartree

Atomic partial charges in e from the Löwdin method, atoms 1 to 4:
1. C -0.15
2. C -0.08
3. O 0.04
4. C -0.61

No. 3
The following is a DFT calculation (ωB97M-V/def2-TZVPD) of 4 unconnected molecules or ions with the total composition C19H41ClN2O3 at a distorted geometry.

The geometry in ORCA input format:
```
! RIJCOSX wB97M-V def2-TZVPD def2/J DEFGRID3
* xyz 0 1
C 0.6143 1.0620 -3.5542
C 0.6710 1.6760 -2.1556
C 1.6931 0.9620 -1.2082
N 2.3190 1.8772 -0.1628
C 3.3408 2.7987 -0.8289
C 4.2418 3.5870 0.1239
C 4.9694 2.7379 1.1595
C 4.0069 1.7706 1.7846
C 3.1133 0.9820 0.7608
C 1.3135 2.7299 0.6506
H 0.0877 0.1103 -3.6267
H 1.6186 0.9375 -3.9590
H 0.0651 1.7722 -4.1723
H -0.3400 1.7649 -1.7580
H 0.8683 2.7432 -2.2567
H 2.4784 0.5487 -1.8411
H 1.1385 0.1447 -0.7471
H 3.9673 2.0657 -1.3371
H 2.8244 3.4253 -1.5561
H 4.9318 4.0582 -0.5761
H 3.6054 4.3879 0.5001
H 5.7641 2.2104 0.6321
H 5.4723 3.4310 1.8339
H 4.4962 1.0655 2.4565
H 3.4873 2.3607 2.5395
H 3.7438 0.3766 0.1096
H 2.4809 0.2596 1.2770
H 0.7510 1.9162 1.1083
H 0.7789 3.3268 -0.0884
H 1.7940 3.3391 1.4162
C 0.1883 -4.0836 -1.4685
C -1.2434 -3.8339 -1.0101
C -1.6537 -2.4162 -1.2732
N -3.0749 -2.0443 -0.7205
C -3.3529 -2.8178 0.6100
C -4.6247 -2.2215 1.3150
C -4.6686 -0.6852 1.4477
C -4.3509 0.0409 0.1412
C -3.0593 -0.4945 -0.5274
C -4.0434 -2.4119 -1.8712
H 0.3717 -4.0942 -2.5429
H 0.5764 -4.9755 -0.9766
H 0.7625 -3.2312 -1.1055
H -1.3921 -4.0859 0.0399
H -1.9560 -4.4750 -1.5290
H -1.7417 -2.0836 -2.3075
H -0.9418 -1.7618 -0.7702
H -2.5060 -2.6380 1.2723
H -3.5130 -3.8795 0.4227
H -4.5940 -2.7272 2.2801
H -5.5327 -2.4590 0.7607
H -3.9809 -0.3723 2.2334
H -5.6855 -0.3335 1.6218
H -4.4566 1.1114 0.3170
H -5.0798 -0.2316 -0.6220
H -2.2757 -0.2395 0.1862
H -2.7993 -0.1438 -1.5261
H -3.9809 -3.3805 -2.3671
H -3.9588 -1.6924 -2.6856
H -5.0761 -2.4560 -1.5253
Cl 0.0388 -1.0225 1.7300
O 1.5668 1.5218 4.1700
C 2.4693 1.2495 5.0919
O 2.9280 0.1014 5.0957
O 2.9424 2.1552 5.8371
H 1.4011 0.6838 3.7321
*
```

Properties
largest force on an atom = 5.4 eV Å⁻¹
E = -1543.85182 hartree
ΔE to the lowest compared entry with this formula, charge and spin = 29.06 kcal per mole
HOMO level = -0.191 hartree

Atomic partial charges in e from the natural (NBO) method, atoms 1 to 4:
1. C -0.60
2. C -0.42
3. C -0.23
4. N -0.21

Q: Which of these has the highest largest force on an atom?
A: C19H41ClN2O3